Here is C2H3N3OS in the gas phase from the OMol25 dataset. Energies are from ωB97M-V with the def2-TZVPD basis set.

Structure (XYZ):
```
10
Properties=species:S:1:pos:R:3:forces:R:3
O -1.208 -0.226 -1.534 2.3 -0.9 -1.6
N -0.618 0.400 -0.460 0.6 0.8 2.6
N 0.771 0.493 -0.672 -0.9 -2.8 3.2
C 1.411 -0.002 0.453 -3.8 2.0 -2.7
N 0.676 -0.373 1.441 0.7 -0.9 0.9
C -0.608 -0.356 1.161 -0.3 1.0 -2.8
S -1.959 -0.679 1.927 -0.5 -0.1 -0.1
H -2.116 -0.387 -1.393 -1.7 0.2 1.0
H 1.254 0.971 -1.388 -0.1 0.6 -1.0
H 2.398 0.159 0.465 3.7 0.1 0.4
```
Forces are in eV/Å.

Properties
* spin multiplicity: 1
* LUMO level (alpha / beta): -0.01214 / -0.01215 Ha
* ΔE to the lowest compared entry with this formula, charge and spin: 3.568 eV
* charge: 0
* molar mass: 117.133 g/mol